Molecular formula: C4H9NO
Method: DFT, the ωB97M-V functional and the def2-TZVPD basis

Geometry as ORCA input:
```
! wB97M-V def2-TZVPD RIJCOSX def2/J DEFGRID3
* xyz 0 1
O 2.4854 -1.0169 -0.0537
N 0.9140 0.5900 0.3065
C -0.5976 -0.4934 -1.3109
C -0.2385 -0.2939 0.1636
C 2.1858 0.1439 0.1504
C -1.3954 0.2535 0.9925
H -0.9198 0.4491 -1.7723
H 0.7577 1.5840 0.3723
H -1.4143 -1.2162 -1.4193
H -1.7076 1.2459 0.6366
H -2.2690 -0.4034 0.9206
H 0.2765 -0.8697 -1.8515
H 0.0872 -1.2553 0.5748
H 2.9422 0.9485 0.2448
H -1.1068 0.3340 2.0457
*
```

As for the highest occupied orbital energy: -9.742 eV. As for the electronic energy: -7831.9819 eV. The energy relative to the best compared isomer or geometry (same formula, charge and spin) comes out at 32.62 kJ/mol. Its lowest unoccupied orbital energy is 0.034 Eh. The SMILES is CC(C)NC=O.